Entry 1:
Computed, not measured: the molecule C6H11FO, with wB97M-V/def2-TZVPD.

For the molar mass, the calculation gives 118.151 g/mol. The calculation puts the energy relative to the best compared isomer or geometry (same formula, charge and spin) at 106.85 kJ/mol. The calculation puts the HOMO energy at -10.00 eV. As for the SMILES: C[C@H]1C[C@](O)(CF)C1.

Atoms and positions in Å:
C1 -2.47668 -0.18749 -0.24788
C2 -1.01214 -0.42876 0.11406
C3 -0.33594 0.66536 0.91738
C4 0.96278 0.42732 -0.02534
C5 2.02327 -0.50846 0.62064
C6 0.04901 -0.30862 -1.03457
H1 -2.85791 -0.96843 -0.85038
H2 -3.20968 -0.12774 0.58005
H3 -2.49350 0.83704 -0.79684
H4 -0.83528 -1.35743 0.65823
H5 -0.72676 1.65682 0.72403
H6 -0.18357 0.55356 2.01246
H7 2.27019 1.27876 -0.92724
H8 1.55537 -1.44800 0.92517
H9 2.39189 0.00676 1.45866
H10 0.51865 -1.23202 -1.40734
H11 -0.21705 0.16922 -1.96231
O1 1.48240 1.63022 -0.46181
F1 3.09494 -0.65813 -0.29697

Entry 2:
Computed, not measured: a structure of composition C40H36BBrIN13O2S4Sr, with wB97M-V/def2-TZVPD.

For the molar mass, the calculation gives 1164.325 g/mol. As for the total charge: -2. The calculation puts the energy relative to the best compared isomer or geometry (same formula, charge and spin) at 40.49 kJ/mol. The calculation puts the HOMO energy at -2.69 eV.

Atoms and positions in Å:
Sr1 -0.58293 -0.95549 -0.27072
C1 -3.12933 4.71223 -2.16463
S1 -2.41930 4.64582 -0.51526
C2 -1.28836 3.25203 -0.62321
S2 -0.92009 2.51908 -2.09277
N1 -0.84460 2.99650 0.57968
N2 -0.10316 1.85655 0.71804
C3 0.77237 1.92358 1.64918
C4 1.52637 0.77680 2.15672
C5 2.40554 0.97710 3.22100
C6 3.02654 -0.11243 3.80418
C7 2.75272 -1.37914 3.31630
C8 1.88803 -1.49237 2.23773
N3 1.30346 -0.44650 1.65525
H1 -3.86611 5.51760 -2.13751
H2 -3.61429 3.76865 -2.40498
H3 -2.36838 4.92323 -2.91248
H4 0.93275 2.87049 2.16816
H5 2.56425 1.97937 3.59902
H6 3.69565 0.02409 4.64557
H7 3.18927 -2.26510 3.75524
H8 1.64981 -2.45857 1.80768
C9 8.39650 -5.02794 3.53693
O1 7.88485 -3.78525 3.11558
C10 7.67906 -3.62312 1.76826
C11 8.10642 -4.51806 0.80118
C12 7.85518 -4.25035 -0.54419
C13 7.15494 -3.12156 -0.92918
C14 6.74837 -2.21344 0.05629
C15 7.01017 -2.46165 1.38705
N4 7.01621 -2.82431 -2.31851
N5 5.91423 -2.50386 -2.81515
C16 4.70105 -2.59680 -2.12020
C17 4.37058 -3.62485 -1.24117
C18 3.12335 -3.71423 -0.65757
C19 2.10218 -2.75925 -0.88718
O2 0.95944 -2.84811 -0.34974
C20 2.45805 -1.64012 -1.75439
N6 1.55869 -0.63154 -1.86707
C21 1.81567 0.35168 -2.70102
C22 2.97129 0.39582 -3.49688
C23 3.92750 -0.56807 -3.33690
C24 3.70380 -1.61923 -2.42159
H9 8.37702 -5.01501 4.62411
H10 9.42748 -5.17699 3.20002
H11 7.78194 -5.85730 3.17539
H12 8.64113 -5.41772 1.07141
H13 8.20061 -4.93410 -1.31007
H14 6.20313 -1.32335 -0.23010
H15 6.68620 -1.77252 2.15667
H16 5.09535 -4.40030 -1.03271
H17 2.87429 -4.55494 -0.02159
H18 1.08944 1.15542 -2.73390
H19 3.10342 1.21326 -4.19370
H20 4.85664 -0.54730 -3.89097
C25 -4.75527 0.72789 1.76395
N7 -5.04217 -0.38342 0.88482
C26 -5.95062 -1.39232 1.13688
C27 -5.86139 -2.25183 0.10563
N8 -4.90571 -1.78983 -0.77647
B1 -4.38301 -2.70076 -1.96394
N9 -3.96839 -1.79371 -3.15247
C28 -4.84436 -0.92464 -3.76638
C29 -4.14302 -0.08322 -4.54526
N10 -2.81551 -0.44683 -4.41751
C30 -1.69964 0.29161 -4.96413
C31 -2.70994 -1.49172 -3.54789
S3 -1.24086 -2.23588 -3.11912
C32 -4.40853 -0.62867 -0.29910
S4 -3.27025 0.43651 -1.00538
H21 -4.63036 0.36106 2.78339
H22 -5.55740 1.46826 1.73518
H23 -3.83321 1.19607 1.42496
H24 -6.52504 -1.42795 2.04469
H25 -6.35869 -3.18997 -0.06289
H26 -5.32323 -3.40618 -2.28554
H27 -3.43419 -3.33491 -1.58937
H28 -5.90042 -0.96715 -3.56525
H29 -4.44826 0.74550 -5.15871
H30 -1.89159 0.52581 -6.01257
H31 -0.81200 -0.33082 -4.87727
H32 -1.54499 1.21351 -4.39948
Br1 0.80365 -1.75915 6.97574
C33 0.76700 0.11317 6.68729
C34 1.56886 0.89973 7.50469
C35 1.58737 2.27483 7.34054
C36 0.79521 2.85988 6.36223
C37 -0.00163 2.06914 5.55230
C38 -0.02603 0.68224 5.69504
I1 -1.15268 -0.41913 4.32255
H33 2.17588 0.42378 8.26282
H34 2.21707 2.88394 7.97651
H35 0.80217 3.93309 6.22064
H36 -0.60036 2.52055 4.77136
N11 -2.07550 -1.83983 1.75414
C39 -2.85294 -2.49565 2.33255
N12 -3.76221 -3.08005 3.05116
C40 -3.62787 -4.36164 3.36686
N13 -3.60654 -5.46900 3.71298

Entry 3:
Computed, not measured: a structure of composition C3H4CuO3, with wB97M-V/def2-TZVPD.

For the molar mass, the calculation gives 151.608 g/mol. The calculation puts the energy relative to the best compared isomer or geometry (same formula, charge and spin) at 153.39 kJ/mol. As for the expectation value of S²: 0.753. As for the spin multiplicity: 2. The calculation puts the HOMO energy (spin up / spin down) at -6.67 / -9.39 eV.

Atoms and positions in Å:
O1 2.19162 1.38981 0.19935
C1 1.55179 0.32078 0.31893
O2 2.03258 -0.83299 0.29741
O3 0.19516 0.48253 0.42440
C2 -0.65269 -0.40731 -0.20754
C3 -2.08403 -0.04761 -0.12255
H1 -2.00252 -1.00718 0.64132
H2 -0.23391 -0.88795 -1.09607
H3 -2.32129 0.80156 0.53201
H4 -2.57336 0.06107 -1.10486
Cu1 3.89664 0.12729 0.11760

Entry 4:
Computed, not measured: the molecule CH3NO2S, with wB97M-V/def2-TZVPD.

For the molar mass, the calculation gives 93.107 g/mol. The calculation puts the energy relative to the best compared isomer or geometry (same formula, charge and spin) at 468.46 kJ/mol. The calculation puts the HOMO energy (spin up / spin down) at -11.01 / -10.83 eV.

Atoms and positions in Å:
C1 0.79572 0.48753 -0.83900
N1 -0.12186 -0.35075 1.28823
O1 -1.27593 -1.09986 -0.88463
O2 -1.72035 1.14328 0.12555
S1 -0.86573 0.01657 -0.05147
H1 1.29014 1.20179 -0.06535
H2 1.44477 -0.29312 -1.05516
H3 0.45324 -1.10545 1.48182

- What is the energy relative to the best compared isomer or geometry (same formula, charge and spin) in the second record?
  40.49 kJ/mol

Repeat the fourth record exactly.
Computed, not measured: the molecule CH3NO2S, with wB97M-V/def2-TZVPD.

For the molar mass, the calculation gives 93.107 g/mol. The calculation puts the energy relative to the best compared isomer or geometry (same formula, charge and spin) at 468.46 kJ/mol. The calculation puts the HOMO energy (spin up / spin down) at -11.01 / -10.83 eV.

Atoms and positions in Å:
C1 0.79572 0.48753 -0.83900
N1 -0.12186 -0.35075 1.28823
O1 -1.27593 -1.09986 -0.88463
O2 -1.72035 1.14328 0.12555
S1 -0.86573 0.01657 -0.05147
H1 1.29014 1.20179 -0.06535
H2 1.44477 -0.29312 -1.05516
H3 0.45324 -1.10545 1.48182

- Which value of energy relative to the best compared isomer or geometry (same formula, charge and spin) does entry 4 give?
  468.46 kJ/mol